No. 1
This record from the OMol25 dataset describes C21H20AsNO2PdS as an isolated structure. The level of theory is ωB97M-V/def2-TZVPD.

Each line ends with the Mulliken charge.
Positions of all 47 atoms, in Å:
Pd 0.224 0.102 -0.066  -0.33
As 1.443 2.202 0.671  1.00
S -0.685 1.212 -1.794  -0.21
O 1.044 -1.060 1.525  -0.64
O -0.602 -2.054 0.391  -0.66
N -1.866 0.609 1.116  -0.30
C -2.341 -0.530 1.913  -0.62
C 3.575 4.929 3.074  -0.64
C -0.159 -1.481 1.415  1.08
C 2.885 3.358 1.384  -0.44
C 4.144 3.421 0.805  0.15
C 5.115 4.243 1.358  -0.79
C 3.514 0.360 -2.596  -0.86
C -0.312 5.089 -2.667  -0.58
C 2.604 4.106 2.524  -0.23
C 0.736 3.389 -0.714  0.27
C -0.667 3.753 -2.645  -0.75
C 2.605 1.073 -0.476  -0.58
C 4.224 -0.647 -1.961  -0.40
C 4.148 -0.784 -0.581  -0.79
C 4.832 4.993 2.491  -0.40
C 2.707 1.215 -1.862  0.39
C 0.560 5.591 -1.712  -0.81
C 3.348 0.070 0.157  0.02
C -1.121 -1.163 2.557  -0.58
C -0.161 2.888 -1.670  0.74
C 1.074 4.740 -0.749  -0.30
H 4.363 2.834 -0.079  0.43
H 1.618 4.037 2.968  0.36
H -0.716 5.743 -3.430  0.36
H -0.616 -0.463 3.223  0.28
H 3.296 -0.029 1.233  0.45
H 4.835 -1.330 -2.538  0.38
H 2.168 2.002 -2.373  0.43
H 5.595 5.627 2.925  0.38
H 1.758 5.130 -0.005  0.34
H 6.097 4.297 0.906  0.39
H -3.098 -0.263 2.657  0.36
H 4.699 -1.569 -0.081  0.41
H -1.381 -2.065 3.111  0.32
H -1.642 1.403 1.703  0.16
H -1.352 3.357 -3.385  0.41
H 3.354 5.513 3.958  0.39
H -2.548 0.901 0.430  0.26
H 3.589 0.482 -3.669  0.43
H -2.769 -1.255 1.222  0.34
H 0.844 6.635 -1.720  0.39

Results
energy relative to the best compared isomer or geometry (same formula, charge and spin)	0.9697	eV
E_HOMO (spin up / spin down)	-0.2856 / -0.2856	Eh
total charge	0
frontier orbital gap (spin up / spin down)	6.247 / 6.250	eV


No. 2
This record from the OMol25 dataset describes C21H20BeClN3O3S3Si as an isolated structure. The level of theory is ωB97M-V/def2-TZVPD.

Each line ends with the Mulliken charge.
Positions of all 53 atoms, in Å:
Cl 2.778 -4.975 -1.287  -0.30
S -2.709 3.291 0.263  -0.37
S 0.284 1.122 1.002  -0.49
S -3.852 1.684 2.539  -0.49
Si 3.358 1.474 -0.475  0.19
O -3.217 -1.909 -1.021  -0.70
O -2.115 -2.996 1.272  -0.48
O -2.680 0.137 -0.319  -0.28
N -5.947 4.432 4.137  -0.64
N -0.692 1.672 -1.302  -0.25
N -4.202 6.585 0.899  -0.67
C -2.457 -1.611 1.233  -0.51
C -0.743 1.932 -2.606  -0.18
C 1.325 -4.344 -0.532  0.21
C 3.527 2.804 0.831  -1.04
C 1.712 1.613 -1.365  0.43
C -4.381 4.312 2.096  0.02
C 1.095 -2.985 -0.515  -0.91
C 4.714 1.759 -1.759  -1.17
C 0.486 1.492 -0.659  0.21
C -2.807 -1.129 -0.181  1.03
C 3.632 -0.229 0.260  -0.91
C 1.627 1.885 -2.720  0.09
C 0.424 -5.227 0.042  -0.82
C -0.970 -3.373 0.662  0.34
C -5.232 4.339 3.232  0.06
C -1.739 -5.680 1.257  -1.36
C -3.721 3.133 1.689  0.60
C -4.270 5.549 1.411  0.13
C 0.399 2.042 -3.368  -0.97
C -0.058 -2.494 0.086  0.12
C -0.731 -4.755 0.643  1.08
Be -1.935 1.458 -0.103  -0.18
H 0.335 2.250 -4.426  0.38
H -1.736 2.054 -3.023  0.50
H -3.347 -1.501 1.850  0.24
H 2.780 -0.530 0.869  0.24
H 0.622 -6.292 0.016  0.31
H 3.781 -0.978 -0.522  0.27
H 4.497 2.730 1.332  0.32
H 5.694 1.665 -1.283  0.30
H -2.709 -5.567 0.770  0.29
H 2.736 2.710 1.575  0.31
H -0.209 -1.424 0.115  -0.15
H 1.801 -2.299 -0.961  0.54
H 3.449 3.795 0.379  0.33
H 4.526 -0.224 0.892  0.38
H -1.670 -0.989 1.662  0.36
H 4.653 2.757 -2.200  0.30
H -1.416 -6.719 1.170  0.38
H 4.668 1.024 -2.567  0.29
H -1.894 -5.448 2.313  0.31
H 2.538 1.981 -3.304  0.31

Results
energy relative to the best compared isomer or geometry (same formula, charge and spin)	0.1583	eV
E_HOMO	-0.0627	Eh
total charge	-2
frontier orbital gap	5.568	eV


No. 3
This record from the OMol25 dataset describes C21H20Br2MnN6O2S as an isolated structure. The level of theory is ωB97M-V/def2-TZVPD.

Each line ends with the Löwdin spin population.
Positions of all 53 atoms, in Å:
Br 1.786 -0.690 -2.941  0.05
Br 4.140 -1.604 -0.912  0.00
Mn 0.442 0.063 -0.940  4.64
S -0.948 2.384 -0.102  0.03
O 3.070 -0.026 2.492  0.01
O -1.497 -3.576 -1.443  0.01
N -2.895 2.473 1.643  0.00
N -1.541 -0.110 -2.195  0.03
N 1.372 -0.517 0.971  0.05
N -1.524 0.623 1.795  0.00
N -0.530 -1.761 -0.355  0.05
N 2.144 1.609 -0.498  0.03
C -2.898 -1.846 -3.113  0.00
C 1.351 -2.271 2.754  0.00
C -3.750 2.156 2.769  0.00
C -3.203 0.409 -3.826  0.00
C 3.826 3.548 0.540  0.00
C 2.377 0.200 1.500  0.01
C 2.697 1.447 0.704  0.00
C 0.926 -1.721 1.538  0.00
C 3.734 -0.749 -2.574  0.01
C 2.411 2.722 -1.183  0.01
C -1.847 1.769 1.197  0.01
C 3.558 2.392 1.249  0.00
C -0.180 -4.110 2.506  0.00
C 3.236 3.722 -0.705  0.00
C -2.178 0.767 -2.968  0.01
C -1.264 -2.378 -1.294  0.01
C -0.615 -3.593 1.298  0.00
C -3.563 -0.928 -3.907  0.00
C -1.904 -1.397 -2.255  0.00
C -0.077 -2.405 0.797  0.00
C 0.803 -3.453 3.228  0.00
H -0.608 -5.031 2.884  0.00
H -2.044 0.232 2.560  0.00
H -0.741 0.099 1.430  0.00
H -1.860 1.799 -2.879  0.00
H 4.067 0.280 -2.544  0.00
H 2.112 -1.761 3.318  0.00
H 1.939 2.809 -2.156  0.00
H -3.834 1.078 2.895  0.00
H 3.409 4.610 -1.296  0.00
H -4.746 2.548 2.574  0.00
H -1.369 -4.104 0.720  0.00
H 4.481 4.307 0.948  0.00
H 4.169 -1.310 -3.389  0.00
H -3.125 -2.903 -3.121  0.00
H -3.707 1.167 -4.411  0.00
H -4.351 -1.249 -4.577  0.00
H 3.992 2.188 2.217  0.00
H 1.152 -3.861 4.169  0.00
H -3.016 3.362 1.191  0.00
H -3.379 2.593 3.700  0.00

Results
energy relative to the best compared isomer or geometry (same formula, charge and spin)	0.5993	eV
multiplicity	6
E_HOMO (spin up / spin down)	-0.2431 / -0.2466	Eh
total charge	0
frontier orbital gap (spin up / spin down)	6.645 / 6.588	eV


No. 4
This record from the OMol25 dataset describes a 5-piece molecular cluster, C21H20Cl16IN2O2S overall. The level of theory is ωB97M-V/def2-TZVPD.

Each line ends with the Mulliken charge.
Positions of all 63 atoms, in Å:
I -2.529 1.826 4.234  0.07
Cl 2.758 5.845 -3.657  -0.14
Cl -1.363 2.513 8.439  -0.08
Cl 6.486 -4.238 -3.016  -0.10
Cl 4.897 6.047 -1.695  -0.09
Cl 4.745 3.730 -3.448  -0.08
Cl 0.230 0.215 9.244  -0.09
Cl -1.881 -8.661 -2.451  -0.09
Cl 5.626 -5.161 -5.637  -0.09
Cl -1.795 -6.284 -0.775  -0.09
Cl 4.084 -5.860 -3.271  -0.06
Cl 4.097 -3.117 -4.241  -0.06
Cl 0.527 1.326 6.572  -0.08
Cl 0.659 -7.341 -1.927  -0.04
Cl -1.902 -0.105 7.291  -0.07
Cl 5.492 6.326 -4.529  -0.07
Cl -0.692 -8.793 0.201  -0.09
S 2.028 -2.894 -1.529  -0.02
O 1.921 0.202 -2.723  -0.58
O -0.043 -0.991 -1.856  -0.17
N -0.723 4.703 -0.778  -0.04
N -3.927 -1.614 1.362  -0.44
C -0.927 -7.770 -1.238  0.29
C 5.073 -4.594 -4.041  0.29
C 1.289 -4.050 -0.202  0.08
C -1.075 1.961 -0.651  -0.13
C 0.723 0.245 -2.077  0.45
C 0.225 1.765 -1.630  0.38
C -0.627 0.987 7.886  0.29
C 0.470 4.584 -1.718  -0.08
C -1.566 -0.325 1.118  0.16
C 0.572 -2.158 -2.510  -0.43
C -2.773 3.849 0.753  -0.65
C -1.505 3.524 -0.237  -0.05
C 0.478 -3.184 0.976  -0.52
C 1.025 3.094 -2.180  -0.19
C -2.028 0.776 -0.038  0.59
C -1.261 3.108 2.948  -0.65
C 4.473 5.487 -3.332  0.39
C -2.114 4.324 2.211  -0.52
C -3.626 0.538 -0.473  -0.52
C -2.501 -1.481 1.775  -0.51
C -4.390 -0.671 0.305  -0.26
H -3.406 4.754 0.363  0.38
H 2.103 -4.734 0.304  0.32
H 0.786 -2.053 1.004  0.08
H -5.527 -0.824 -0.033  0.31
H -0.259 -3.014 -2.500  0.29
H -0.443 -0.257 1.504  0.50
H 1.968 2.971 -2.895  0.18
H 0.481 -4.697 -0.796  -0.34
H -1.349 5.195 2.022  0.29
H -0.708 2.405 2.191  0.11
H 0.845 -1.996 -3.639  0.37
H -1.044 5.660 -0.514  0.34
H -0.660 -3.303 0.724  0.07
H 1.027 5.545 -2.142  0.08
H -2.096 -2.223 2.618  0.34
H -0.447 3.594 3.648  0.44
H -2.948 4.777 2.935  0.36
H 0.637 -3.645 2.048  0.38
H -3.457 2.934 1.003  0.24
H -4.134 1.227 -1.299  0.32

Results
E_HOMO	-0.4020	Eh
total charge	+1
frontier orbital gap	5.644	eV


No. 5
This record from the OMol25 dataset describes C21H20ClO2PPt as an isolated structure. The level of theory is ωB97M-V/def2-TZVPD.

Each line ends with the Löwdin spin population.
Positions of all 46 atoms, in Å:
Pt 0.573 0.583 -0.946  0.76
Cl 2.288 2.083 -0.099  0.30
P -0.085 0.436 1.238  0.26
O -0.373 2.965 -2.686  0.05
O -1.237 -1.623 -2.019  0.04
C -3.556 3.382 0.887  0.03
C 2.003 -1.507 -2.484  0.42
C -0.015 2.086 -2.029  0.19
C -0.571 -1.276 1.501  0.06
C 1.704 0.237 -3.986  0.35
C -2.099 -2.916 2.344  0.01
C -2.307 3.794 1.371  0.00
C -1.802 -1.581 2.083  0.02
C -0.561 -0.795 -1.576  0.12
C -1.275 2.859 1.453  0.02
C -1.538 1.510 1.169  0.02
C 2.852 0.524 -3.205  0.37
C 1.188 -1.036 -3.553  0.38
C 3.064 -0.556 -2.286  0.35
C 0.357 -2.274 1.166  0.03
C -2.734 1.130 0.547  0.02
C 0.706 0.859 2.817  0.04
C 4.194 -0.711 -1.351  0.05
C 0.069 -3.605 1.470  0.00
C -3.759 2.068 0.446  0.00
C -1.165 -3.916 2.056  0.02
H 3.887 -1.351 -0.500  0.00
H 1.299 -2.006 0.685  0.01
H -4.376 4.101 0.861  0.00
H 0.454 -1.618 -4.111  0.01
H -1.405 -4.960 2.261  0.00
H -0.068 0.813 3.604  0.01
H -0.267 3.166 1.740  0.00
H 3.527 1.369 -3.307  0.01
H 1.340 0.803 -4.851  0.01
H -3.067 -3.163 2.779  0.00
H 4.497 0.279 -0.957  0.01
H 1.163 1.855 2.777  0.00
H 1.955 -2.475 -1.985  0.01
H -2.129 4.823 1.717  0.00
H 5.057 -1.190 -1.865  0.02
H -2.493 -0.776 2.327  0.00
H -2.858 0.118 0.166  0.00
H 1.489 0.118 3.027  0.00
H 0.806 -4.386 1.244  0.00
H -4.733 1.759 0.060  0.00

Results
energy relative to the best compared isomer or geometry (same formula, charge and spin)	0.0000	eV
multiplicity	5
E_HOMO (spin up / spin down)	-0.5024 / -0.5563	Eh
total charge	+2
frontier orbital gap (spin up / spin down)	7.031 / 4.691	eV